Computed, not measured: C4H6B2F8K3O3 as an isolated structure, with ωB97M-V/def2-TZVPD.

Net charge ... +1
Gap between HOMO and LUMO ... 8.329 eV
Energy relative to the best compared isomer or geometry (same formula, charge and spin) ... 0.447 eV
HOMO level ... -12.90 eV

Last column: Mulliken charge in e.
CARTESIAN COORDINATES (ANGSTROEM)
K  13.644  -4.372  14.332  0.988
K  15.097  -6.478  10.418  1.020
K  12.202  -10.495  12.618  1.003
B  12.493  -11.122  9.652  0.357
F  11.110  -10.985  9.899  -0.360
F  13.170  -9.897  9.896  -0.258
F  12.978  -12.123  10.505  -0.372
F  12.694  -11.449  8.321  -0.354
B  13.767  -7.518  13.126  0.438
F  14.180  -8.516  14.016  -0.303
F  13.520  -8.180  11.943  -0.208
F  12.608  -6.886  13.590  -0.425
F  14.737  -6.475  13.108  -0.539
C  15.066  -10.389  16.860  -1.172
C  14.503  -9.514  17.972  0.360
C  13.517  -8.399  17.655  -0.038
O  12.233  -9.023  17.803  -0.362
C  12.366  -10.100  18.587  0.646
O  11.450  -10.712  19.042  -0.519
O  13.664  -10.410  18.758  -0.371
H  15.729  -9.850  16.186  0.347
H  14.201  -10.776  16.316  0.204
H  15.543  -11.240  17.341  0.367
H  15.311  -9.082  18.563  0.332
H  13.446  -7.991  16.646  -0.075
H  13.608  -7.606  18.399  0.294

Cartesian forces (eV/Å) of the 6 atoms listed first:
K -0.189 -0.275 0.123
K -0.108 -0.547 -0.219
K 0.050 -0.230 -0.572
B -0.299 -0.455 -1.733
F 0.119 0.455 0.663
F -0.037 0.261 0.746



Computed, not measured: C49H58O7P4Pt as an isolated structure, with ωB97M-V/def2-TZVPD.

Net charge ... +4
⟨S²⟩ ... 6.03
Gap between HOMO and LUMO (spin up / spin down) ... 8.234 / 4.907 eV
HOMO level (spin up / spin down) ... -18.12 / -18.66 eV
2S+1 ... 5

Last column: Mulliken charge in e.
CARTESIAN COORDINATES (ANGSTROEM)
Pt  0.195  0.729  0.497  4.133
C  3.551  -4.346  -2.190  -1.287
C  3.161  -4.226  -0.742  0.514
C  2.161  -5.256  -0.277  -1.169
O  2.633  -2.847  -0.437  -0.458
P  1.564  -1.946  -1.084  -0.345
O  1.543  -0.705  -0.180  -1.197
C  -0.046  -2.757  -1.089  0.247
P  -1.501  -1.700  -1.151  -0.391
O  -1.348  -0.509  -0.208  -0.476
O  -2.744  -2.458  -0.641  -0.084
C  -3.408  -3.593  -1.378  0.629
C  -3.085  -4.861  -0.628  -1.180
C  -4.875  -3.258  -1.434  -1.496
O  -1.612  -1.349  -2.654  -0.110
C  -2.636  -0.426  -3.226  0.545
C  -1.911  0.847  -3.576  -1.040
C  -3.254  -1.131  -4.407  -1.579
O  1.805  -1.668  -2.583  -0.094
C  2.970  -0.938  -3.179  0.510
C  2.614  0.528  -3.223  -1.027
C  3.193  -1.539  -4.544  -1.655
H  3.994  -5.331  -2.340  0.553
H  4.301  -3.604  -2.461  0.321
H  2.695  -4.264  -2.862  0.236
H  4.045  -4.246  -0.109  0.328
H  1.312  -5.349  -0.957  0.287
H  1.810  -5.038  0.731  0.151
H  2.657  -6.226  -0.246  0.529
H  -0.131  -3.350  -0.176  -0.154
H  -0.081  -3.433  -1.949  0.730
H  -2.972  -3.603  -2.380  0.368
H  -3.409  -4.780  0.410  0.201
H  -2.020  -5.096  -0.655  0.208
H  -3.619  -5.694  -1.085  0.522
H  -5.296  -3.196  -0.430  0.342
H  -5.401  -4.044  -1.976  0.461
H  -5.051  -2.315  -1.952  0.329
H  -3.381  -0.253  -2.444  0.333
H  -1.197  0.670  -4.381  0.400
H  -1.381  1.240  -2.707  -0.092
H  -2.631  1.596  -3.909  0.519
H  -2.496  -1.359  -5.156  0.350
H  -4.003  -0.483  -4.864  0.430
H  -3.750  -2.054  -4.111  0.355
H  3.824  -1.120  -2.523  0.524
H  1.817  0.709  -3.945  0.304
H  3.491  1.099  -3.527  0.586
H  2.297  0.892  -2.244  -0.052
H  2.281  -1.472  -5.137  0.311
H  3.506  -2.578  -4.493  0.405
H  3.974  -0.978  -5.057  0.459
O  -0.366  2.643  2.665  0.266
C  -0.765  2.106  3.889  0.009
C  -1.446  2.845  4.837  -0.608
C  -1.751  2.234  6.047  -0.858
C  -1.358  0.925  6.288  -0.940
C  -0.715  0.190  5.297  -0.057
C  -0.429  0.765  4.062  0.238
P  0.360  -0.274  2.791  0.403
C  2.087  -0.441  3.203  1.164
C  2.963  0.559  2.770  -0.275
C  4.287  0.539  3.167  -0.897
C  4.742  -0.479  3.998  -0.699
C  3.875  -1.469  4.439  -0.950
C  2.546  -1.460  4.042  -0.324
C  -0.521  -1.813  2.798  0.798
C  0.149  -2.985  2.413  -1.127
C  -0.530  -4.191  2.416  -0.609
C  -1.875  -4.233  2.771  -0.799
C  -2.553  -3.068  3.109  -0.968
C  -1.883  -1.857  3.119  -1.075
C  0.064  3.863  2.444  0.780
C  0.385  4.785  3.479  -0.953
C  0.731  6.062  3.131  -0.893
C  0.787  6.425  1.774  -0.833
C  0.563  5.469  0.752  -0.367
C  0.231  4.177  1.063  0.493
P  -0.088  2.969  -0.292  0.772
C  1.086  3.425  -1.551  0.953
C  0.705  3.506  -2.896  -0.717
C  1.633  3.902  -3.847  -0.812
C  2.937  4.192  -3.468  -0.782
C  3.333  4.070  -2.138  -0.768
C  2.414  3.686  -1.181  -0.587
C  -1.788  3.238  -0.784  0.780
C  -2.124  4.386  -1.514  -0.266
C  -3.451  4.649  -1.806  -0.949
C  -4.448  3.787  -1.361  -0.774
C  -4.120  2.661  -0.618  -0.753
C  -2.793  2.383  -0.326  -0.119
H  -1.774  3.855  4.626  0.777
H  -2.300  2.783  6.800  0.494
H  -1.571  0.461  7.242  0.500
H  -0.453  -0.842  5.492  0.563
H  2.612  1.359  2.121  0.159
H  4.969  1.310  2.833  0.493
H  5.778  -0.497  4.309  0.467
H  4.230  -2.248  5.100  0.520
H  1.875  -2.225  4.412  0.483
H  1.201  -2.953  2.151  0.760
H  -0.012  -5.108  2.165  0.528
H  -2.395  -5.182  2.794  0.568
H  -3.599  -3.109  3.381  0.502
H  -2.417  -0.957  3.396  0.514
H  0.379  4.468  4.513  0.785
H  0.979  6.787  3.896  0.510
H  1.045  7.440  1.499  0.510
H  0.678  5.776  -0.280  0.546
H  -0.306  3.278  -3.199  0.354
H  1.336  3.997  -4.883  0.507
H  3.654  4.513  -4.213  0.459
H  4.353  4.290  -1.856  0.510
H  2.726  3.613  -0.145  0.451
H  -1.362  5.071  -1.863  0.456
H  -3.710  5.528  -2.380  0.519
H  -5.483  4.000  -1.591  0.480
H  -4.899  1.999  -0.265  0.560
H  -2.559  1.488  0.239  -0.104

Cartesian forces (eV/Å) of the 6 atoms listed first:
Pt 0.072 -0.249 0.104
C 0.035 -0.036 -0.027
C -0.029 0.084 0.000
C 0.020 -0.049 -0.016
O -0.036 -0.046 0.004
P -0.194 0.033 0.126



Max |F| readings, ordered: 2.29; 0.41 eV/Å